91
Properties=species:S:1:pos:R:3:lowdin_charge:R:1 method="wB97M-V/def2-TZVPD" e_above_lowest_ev=0.394 mol_weight_da=896.6 max_force_ha_per_bohr=0.02002 homo_lumo_gap_ev="6.97 / 6.98"
H 6.68 -1.72 2.14 0.104
N 2.79 2.03 0.45 0.019
C -2.27 1.75 0.55 -0.607
C -2.78 -4.33 1.46 -0.034
C -4.41 -2.63 -5.03 -0.030
H -3.37 -4.56 0.57 0.094
C -5.66 3.31 0.18 -0.678
H -5.11 -6.37 -4.38 0.099
C -5.51 4.52 0.85 -0.130
H -6.34 5.21 0.91 0.098
N 2.42 0.13 3.90 -0.117
H -3.65 -1.08 1.50 0.080
Br -7.33 2.90 -0.62 0.724
C 5.37 1.83 1.39 -0.026
H -1.27 4.46 -5.38 0.101
C 6.64 1.65 1.91 -0.080
S -0.76 -1.80 -1.38 0.640
H -2.30 -3.18 -2.50 0.053
H 4.28 -0.82 4.21 0.088
C -0.81 2.60 -2.60 -0.222
O -1.14 2.08 1.02 -0.118
C 6.32 -0.73 1.94 -0.087
H 4.40 -1.40 1.20 0.110
H 2.53 -2.21 2.71 0.127
H -4.21 -1.58 -5.19 0.100
C -0.79 5.24 -3.43 -0.092
C -3.89 -2.13 1.52 -0.008
H 3.05 -1.27 -3.28 0.089
N 3.23 0.85 0.66 -0.212
C 2.60 1.56 4.08 -0.012
H -6.36 -5.17 -6.16 0.094
H -3.43 -5.19 -3.03 0.104
H -0.17 -3.59 0.61 0.100
C 1.51 -1.82 2.72 -0.103
C -3.40 2.72 0.67 -0.119
H 7.26 2.52 2.10 0.105
C -4.29 4.82 1.43 -0.070
O 0.90 -2.13 1.49 -0.164
H -4.73 1.47 -0.45 0.115
O 1.58 2.06 0.07 -0.232
H -4.16 5.76 1.95 0.104
C 4.57 0.72 1.15 -0.170
C -0.52 4.93 -2.11 -0.070
C -1.08 2.90 -3.93 -0.027
N -2.76 -2.68 -3.24 -0.025
C -4.62 2.41 0.08 -0.058
H 2.33 1.85 5.10 0.095
H -2.27 4.14 1.78 0.118
H 4.99 2.82 1.17 0.109
C -0.18 -3.03 1.54 -0.154
C -5.36 -3.31 -5.78 -0.094
C 3.29 -0.73 4.68 -0.031
H 0.97 -2.29 3.56 0.144
C -1.49 -2.25 1.66 -0.464
C -0.52 3.60 -1.69 -0.024
N -2.49 -1.39 -3.40 0.048
C 5.04 -0.56 1.42 -0.027
H -0.07 -3.75 2.37 0.136
N 2.46 -0.70 -2.72 0.147
C 1.55 -0.31 2.98 -0.403
H 8.11 0.25 2.60 0.101
Y 0.05 0.35 0.10 1.400
H -3.28 -4.77 2.33 0.096
C -1.63 -0.87 -2.59 -0.741
O 0.80 0.45 2.38 -0.044
C -1.06 4.22 -4.34 -0.084
H 1.97 2.10 3.38 0.092
H 3.42 -0.29 5.67 0.095
H -5.90 -2.77 -6.55 0.101
O -1.40 -1.03 1.80 -0.015
C -3.72 -3.31 -4.03 -0.241
H -0.78 6.27 -3.76 0.099
O 2.52 -0.24 0.50 -0.213
N -2.66 -2.90 1.61 -0.128
H -4.41 -2.40 0.60 0.099
H -0.30 5.71 -1.40 0.104
N -0.83 1.23 -2.13 -0.027
C -5.62 -4.65 -5.56 -0.113
C -3.98 -4.66 -3.81 -0.045
H -0.31 3.37 -0.66 0.079
H 2.86 -1.71 4.82 0.085
H -1.81 -4.81 1.35 0.079
C -4.92 -5.32 -4.57 -0.104
C -3.23 3.93 1.34 -0.014
H -4.54 -2.36 2.38 0.095
H -1.30 2.11 -4.63 0.104
H 3.65 1.82 3.91 0.090
C 7.12 0.38 2.19 -0.093
O -2.44 0.65 -0.02 -0.079
N -1.48 0.50 -2.89 0.052
C 1.73 -0.14 -2.02 -0.087

=====

93
Properties=species:S:1:pos:R:3:lowdin_charge:R:1 method="wB97M-V/def2-TZVPD" e_above_lowest_ev=0.000 mol_weight_da=824.3 total_charge=-1 max_force_ha_per_bohr=0.01903 homo_lumo_gap_ev=5.85
H 0.66 -2.41 -1.22 0.051
C -3.45 2.38 -3.34 -0.274
H 5.03 0.51 -1.11 0.102
C -5.09 0.81 -2.42 -0.277
C 0.35 -0.08 -3.54 -0.220
N -1.07 -1.87 0.65 -0.015
C -0.02 0.74 -4.60 -0.020
H -5.55 -2.65 1.08 0.101
N -3.12 3.12 -4.17 0.124
H -3.58 -1.62 -2.57 0.068
H 1.29 -3.12 3.56 0.084
C -0.54 -5.55 0.64 -0.111
N 2.19 -1.34 0.96 0.138
H 3.71 -2.67 3.64 0.110
C 2.74 0.73 -3.56 -0.017
H 2.59 1.16 -4.54 0.100
H 0.26 5.41 1.72 0.025
H -2.16 -2.48 -1.95 0.053
C -2.63 -2.08 -2.84 -0.015
H 0.97 -1.38 3.69 0.069
H 1.57 3.21 6.02 0.102
N -2.19 0.85 -0.48 0.123
H -2.03 3.55 -0.22 0.014
H 2.05 1.94 -0.16 -0.038
H -5.80 -0.82 2.74 0.091
H -1.37 3.77 -1.84 0.014
H -1.63 1.26 -5.92 0.102
H 1.59 -4.62 -1.80 0.095
C -2.16 -0.32 -4.57 -0.039
C 0.41 -5.68 -0.37 -0.127
C -4.82 -1.05 2.34 -0.103
C -1.30 0.61 -5.12 -0.073
C 4.74 -1.97 1.88 -0.066
C 1.72 0.01 -2.93 -0.220
C -1.71 -1.08 -3.49 -0.317
H 0.27 -2.28 2.36 0.039
H 1.33 6.00 -0.93 0.017
C -2.28 -1.67 1.17 -0.294
C -2.94 1.12 -1.32 -0.216
H 3.50 2.59 4.55 0.096
H -0.22 3.80 2.27 0.013
Cd -0.01 0.26 0.44 1.359
C -1.28 4.10 -0.80 -0.194
C 0.33 -3.29 -0.71 -0.062
C 1.62 4.95 -1.06 -0.202
C -3.84 1.46 -2.34 -0.292
C 1.42 2.59 5.15 -0.079
N 1.03 1.04 2.89 0.070
H -0.71 2.37 5.41 0.106
C 2.36 -1.91 2.16 -0.311
H 0.81 -6.66 -0.62 0.085
C -3.46 -2.43 0.86 -0.040
C -4.67 -2.11 1.40 -0.078
H 1.49 4.19 2.08 0.016
C 0.99 2.04 -0.42 -0.388
H -3.39 -3.21 0.12 0.105
C 4.12 0.33 -1.67 -0.031
H 5.73 -2.22 2.24 0.104
N -1.32 0.05 2.44 -0.031
C 3.62 -2.22 2.66 -0.033
C -3.73 -0.33 2.71 -0.037
C 0.84 -4.54 -1.03 -0.096
C -1.06 -4.31 0.96 -0.054
H 0.90 1.87 -1.50 -0.045
C 2.50 2.26 4.33 -0.078
H -1.77 -4.22 1.77 0.107
C -0.65 -3.15 0.28 -0.330
H 2.64 4.83 -0.70 0.016
C 4.56 -1.39 0.64 -0.032
N -6.11 0.27 -2.51 0.102
N 1.92 -0.58 -1.75 0.135
C 0.50 4.34 1.65 -0.193
N -0.49 -0.95 -2.99 0.172
H 0.64 1.49 -5.01 0.097
C 2.24 1.48 3.21 -0.156
H -3.17 -0.44 -4.93 0.120
H -0.88 -6.43 1.18 0.092
H -1.52 5.16 -0.76 0.027
C -2.46 -0.62 2.14 -0.267
H -2.84 -2.90 -3.53 0.084
C 3.09 -0.43 -1.13 -0.238
Si 0.44 3.78 -0.14 0.352
C 3.94 0.90 -2.91 -0.054
C 0.00 1.35 3.68 -0.361
C 1.15 -2.20 2.99 -0.026
C 3.27 -1.08 0.21 -0.210
N -1.28 0.84 3.43 0.074
H 5.41 -1.23 -0.01 0.100
H 4.73 1.50 -3.36 0.107
H 3.04 1.21 2.53 0.106
C 0.16 2.14 4.82 -0.027
H 1.62 4.73 -2.13 0.019
H -3.79 0.48 3.41 0.099